i) Molecular formula: C6H10S2
Method: DFT, ωB97M-V/def2-TZVPD

ORCA input file:
```
! RIJCOSX wB97M-V def2-TZVPD def2/J DEFGRID3
* xyz 0 1
C 0.60 -0.96 -0.23
C -0.98 -0.67 -0.56
C -0.92 0.67 -1.17
C -0.02 1.45 -0.31
C 0.22 0.37 0.79
C -1.03 -0.36 0.99
H 2.96 -1.99 -0.18
H 0.67 -1.98 0.18
H -1.96 -1.26 -1.13
H -0.42 0.50 -2.22
H -1.98 0.90 -1.55
H -0.50 2.34 0.09
H 0.92 1.69 -0.60
H 2.02 0.18 2.72
H -0.95 -1.31 1.57
H -1.92 0.10 1.08
S 2.04 -0.91 -1.40
S 1.25 1.25 1.94
*
```

Output
Molecular weight = 146.28 g/mol

Mulliken atomic charge list, values in e, 5 entries: atom 1 (C): -0.32, atom 2 (C): -0.22, atom 3 (C): -0.59, atom 4 (C): -1.44, atom 5 (C): 0.51

---

ii) Molecular formula: C6H10S2
Method: DFT, ωB97M-V/def2-TZVPD

ORCA input file:
```
! RIJCOSX wB97M-V def2-TZVPD def2/J DEFGRID3
* xyz 0 1
C -2.56 -0.07 -0.92
C -1.11 -0.18 -1.46
C -0.23 -0.57 -0.62
C 1.11 -1.13 -1.03
C -0.63 1.13 1.43
C -1.31 1.70 2.40
H -3.36 -0.54 -1.43
H -2.77 -0.25 0.13
H -2.87 0.91 -1.10
H -0.90 0.05 -2.54
H 1.12 -1.34 -2.09
H 1.30 -1.96 -0.43
H 1.75 1.35 -1.28
H -0.13 1.70 0.63
H -1.24 2.68 2.53
H -2.14 1.31 3.01
S 2.60 0.00 -1.04
S -0.25 -0.57 1.28
*
```

Output
Molecular weight = 146.28 g/mol
SMILES = C=CS/C(=C\C)CS

Mulliken atomic charge list, values in e, 5 entries: atom 1 (C): -1.34, atom 2 (C): 0.23, atom 3 (C): -0.09, atom 4 (C): -0.90, atom 5 (C): -0.01

---

Stability summary: most stable ii), least stable i).

---

i) Molecular formula: C44H123N11O12
Method: DFT, ωB97M-V/def2-TZVPD

ORCA input file:
```
! RIJCOSX wB97M-V def2-TZVPD def2/J DEFGRID3
* xyz 0 1
C 0.54 4.77 -4.54
C 1.28 5.06 -3.22
C 1.46 3.86 -2.30
O 2.21 2.85 -2.95
C 2.83 2.06 -1.96
N 2.59 5.67 -3.51
H -0.53 4.67 -4.31
H 0.90 3.84 -4.96
H 0.69 5.61 -5.22
H 0.73 5.82 -2.65
H 0.50 3.40 -2.01
H 1.90 4.06 -1.32
H 3.22 1.11 -2.34
H 2.10 1.87 -1.17
H 3.69 2.61 -1.57
H 3.11 5.64 -2.64
H 3.15 5.04 -4.08
C 5.75 1.92 0.60
C 7.16 1.45 0.99
C 8.01 1.05 -0.18
O 9.18 0.36 0.21
C 9.96 -0.10 -0.87
N 7.78 2.57 1.73
H 5.89 2.76 -0.07
H 5.13 2.15 1.47
H 5.23 1.07 0.14
H 7.03 0.61 1.68
H 8.33 1.91 -0.78
H 7.40 0.35 -0.76
H 10.16 0.69 -1.60
H 9.41 -0.93 -1.32
H 10.94 -0.45 -0.55
H 7.31 2.81 2.59
H 8.74 2.30 1.94
C 2.39 -3.42 -3.04
C 1.54 -2.27 -3.58
C 0.17 -2.26 -2.88
O -0.52 -3.47 -3.12
C -1.89 -3.40 -2.78
N 2.22 -1.00 -3.19
H 3.43 -3.30 -3.33
H 2.03 -4.39 -3.37
H 2.30 -3.44 -1.95
H 1.34 -2.29 -4.65
H -0.39 -1.38 -3.23
H 0.26 -2.14 -1.79
H -2.38 -2.55 -3.27
H -2.11 -3.37 -1.70
H -2.34 -4.37 -2.99
H 1.63 -0.20 -3.39
H 2.15 -1.04 -2.17
C -0.23 1.26 0.01
C -0.23 -0.20 -0.45
C 1.02 -0.93 0.06
O 2.18 -0.37 -0.55
C 3.36 -0.88 0.04
N -1.46 -0.88 -0.07
H -0.72 1.94 -0.69
H 0.83 1.52 0.07
H -0.69 1.60 0.94
H -0.34 -0.24 -1.53
H 0.83 -1.98 -0.18
H 1.09 -0.90 1.16
H 3.35 -0.87 1.13
H 4.18 -0.25 -0.32
H 3.58 -1.90 -0.29
H -1.50 -1.82 -0.45
H -1.57 -1.03 0.93
C 4.12 0.03 4.32
C 5.13 -1.05 4.63
C 5.66 -1.81 3.42
O 4.58 -2.52 2.86
C 4.99 -3.31 1.75
N 6.29 -0.44 5.33
H 4.52 0.76 3.62
H 3.68 0.49 5.21
H 3.24 -0.38 3.82
H 4.70 -1.71 5.40
H 6.49 -2.44 3.78
H 6.09 -1.10 2.70
H 4.72 -2.80 0.82
H 4.40 -4.24 1.78
H 6.03 -3.63 1.77
H 6.79 -1.15 5.86
H 5.99 0.27 5.98
C -9.38 0.03 0.81
C -8.24 0.89 0.26
C -6.90 0.20 0.36
O -5.86 1.15 0.21
C -4.57 0.57 0.43
N -8.63 1.42 -1.06
H -9.28 -1.04 0.57
H -10.37 0.33 0.48
H -9.37 0.10 1.90
H -8.18 1.77 0.91
H -6.84 -0.64 -0.35
H -6.82 -0.25 1.36
H -4.28 -0.21 -0.27
H -4.31 0.38 1.48
H -3.99 1.48 0.24
H -8.67 0.61 -1.69
H -7.81 1.92 -1.41
C -0.62 4.75 0.27
C -0.99 6.18 0.71
C -1.04 6.29 2.23
O -2.20 5.66 2.77
C -3.45 6.21 2.55
N -0.09 7.12 0.04
H -0.83 4.66 -0.80
H -1.29 4.07 0.79
H 0.44 4.53 0.35
H -2.02 6.31 0.36
H -1.17 7.34 2.54
H -0.22 5.80 2.75
H -3.66 6.37 1.49
H -3.58 7.19 3.04
H -4.20 5.52 2.93
H -0.39 7.19 -0.93
H -0.26 8.08 0.34
C -4.23 -8.42 -0.90
C -3.73 -7.05 -0.42
C -4.67 -5.92 -0.79
O -4.00 -4.68 -0.62
C -4.83 -3.60 -0.99
N -3.58 -7.15 1.05
H -5.25 -8.68 -0.61
H -3.54 -9.22 -0.63
H -4.32 -8.46 -2.00
H -2.73 -6.92 -0.83
H -5.56 -5.95 -0.15
H -5.05 -6.00 -1.81
H -4.14 -2.76 -0.91
H -5.66 -3.34 -0.34
H -5.22 -3.62 -2.01
H -3.22 -8.02 1.42
H -4.49 -7.05 1.49
C -4.51 1.44 -7.32
C -3.12 1.71 -6.70
C -2.95 0.87 -5.45
O -3.60 1.56 -4.40
C -3.49 0.98 -3.11
N -2.01 1.42 -7.61
H -4.48 0.48 -7.86
H -4.73 2.14 -8.13
H -5.30 1.46 -6.57
H -3.18 2.77 -6.47
H -1.88 0.81 -5.20
H -3.30 -0.17 -5.54
H -4.15 0.13 -2.98
H -3.77 1.80 -2.45
H -2.43 0.80 -2.87
H -1.88 0.41 -7.64
H -2.31 1.63 -8.56
C 2.59 2.08 2.89
C 1.42 2.70 3.63
C 0.37 1.70 4.05
O -0.74 2.46 4.50
C -1.89 1.66 4.73
N 2.02 3.32 4.82
H 3.43 2.78 2.82
H 2.46 1.68 1.87
H 3.02 1.30 3.53
H 0.95 3.50 3.06
H 0.70 1.06 4.87
H 0.07 1.14 3.15
H -1.62 0.87 5.45
H -2.28 1.29 3.78
H -2.66 2.26 5.23
H 1.47 3.30 5.67
H 2.21 4.31 4.74
C 0.27 -5.13 0.70
C -0.65 -4.60 1.79
C 0.10 -3.64 2.70
O 1.13 -4.29 3.41
C 1.79 -3.32 4.18
N -1.71 -3.83 1.14
H -0.20 -6.00 0.24
H 1.25 -5.44 1.06
H 0.57 -4.38 -0.04
H -0.99 -5.48 2.34
H -0.60 -3.10 3.36
H 0.50 -2.89 2.02
H 2.17 -2.49 3.58
H 2.65 -3.65 4.76
H 1.10 -2.94 4.95
H -2.40 -3.52 1.81
H -2.24 -4.44 0.52
O -2.72 -2.16 2.35
H -3.12 -1.59 3.02
H -2.80 -3.05 2.71
*
```

Output
Molecular weight = 998.53 g/mol
SMILES = COC[C@H](C)N.COC[C@H](C)N.COC[C@H](C)N.COC[C@H](C)N.COC[C@H](C)N.COC[C@H](C)N.COC[C@H](C)N.COC[C@H](C)N.COC[C@H](C)N.COC[C@H](C)N.COC[C@H](C)N.O

Mulliken atomic charge list, values in e, 5 entries: atom 1 (C): -1.56, atom 2 (C): 0.95, atom 3 (C): 0.07, atom 4 (O): -0.56, atom 5 (C): -0.33

---

ii) Molecular formula: C44H123N11O12
Method: DFT, ωB97M-V/def2-TZVPD

ORCA input file:
```
! RIJCOSX wB97M-V def2-TZVPD def2/J DEFGRID3
* xyz 0 1
C -1.58 3.04 -4.80
C -2.21 2.44 -3.52
C -2.49 0.97 -3.72
O -3.51 0.82 -4.68
C -3.77 -0.49 -5.05
N -1.20 2.64 -2.47
H -1.23 4.06 -4.64
H -2.34 3.04 -5.58
H -0.75 2.41 -5.11
H -3.18 2.95 -3.41
H -2.70 0.43 -2.78
H -1.60 0.46 -4.15
H -2.83 -0.93 -5.46
H -4.51 -0.56 -5.84
H -3.98 -1.19 -4.23
H -1.19 3.67 -2.31
H -1.51 2.21 -1.58
C -6.62 4.75 2.03
C -6.19 5.16 0.65
C -6.07 4.04 -0.38
O -5.31 2.96 0.15
C -5.14 1.93 -0.81
N -7.22 6.08 0.09
H -7.62 4.34 2.15
H -6.69 5.66 2.64
H -5.91 4.07 2.50
H -5.24 5.70 0.66
H -5.56 4.40 -1.28
H -7.04 3.64 -0.69
H -4.83 2.37 -1.77
H -6.07 1.36 -0.91
H -4.34 1.23 -0.55
H -7.05 6.99 0.51
H -7.03 6.29 -0.89
C 2.31 -6.27 -1.19
C 1.05 -6.76 -0.48
C -0.19 -5.94 -0.74
O 0.09 -4.65 -0.24
C -0.98 -3.77 -0.11
N 0.80 -8.19 -0.72
H 2.51 -5.26 -0.81
H 2.24 -6.24 -2.28
H 3.19 -6.86 -0.92
H 1.26 -6.68 0.60
H -1.06 -6.38 -0.25
H -0.43 -5.88 -1.81
H -1.73 -4.11 0.60
H -1.47 -3.55 -1.07
H -0.59 -2.81 0.23
H 0.47 -8.26 -1.69
H 1.64 -8.75 -0.81
C 0.84 -4.41 3.26
C 2.05 -3.51 3.21
C 1.77 -2.17 3.87
O 0.55 -1.61 3.44
C 0.33 -0.34 3.99
N 3.25 -4.14 3.75
H -0.01 -4.02 2.69
H 0.42 -4.61 4.25
H 1.02 -5.44 2.93
H 2.19 -3.23 2.16
H 2.53 -1.45 3.55
H 1.81 -2.23 4.97
H 0.31 -0.28 5.09
H -0.66 0.06 3.77
H 1.05 0.33 3.51
H 3.28 -5.08 3.37
H 3.16 -4.28 4.75
C 0.77 5.60 -0.11
C 0.71 6.09 -1.55
C -0.71 6.51 -1.93
O -1.58 5.37 -1.86
C -2.96 5.67 -1.88
N 1.64 7.21 -1.71
H 1.79 5.66 0.28
H 0.40 4.59 0.01
H 0.25 6.28 0.57
H 0.96 5.26 -2.23
H -0.78 6.82 -2.99
H -1.07 7.38 -1.37
H -3.30 6.57 -1.37
H -3.44 4.89 -1.27
H -3.31 5.52 -2.91
H 1.22 7.88 -2.35
H 1.69 7.76 -0.86
C -1.91 2.18 5.25
C -2.90 1.48 6.17
C -2.46 1.43 7.63
O -1.35 0.59 7.78
C -1.06 0.23 9.12
N -4.27 2.02 6.03
H -0.95 1.71 5.45
H -1.93 3.26 5.42
H -2.13 1.97 4.20
H -2.94 0.43 5.84
H -3.31 1.01 8.18
H -2.28 2.48 7.95
H -1.88 -0.35 9.54
H -0.88 1.14 9.71
H -0.17 -0.40 9.08
H -4.78 1.64 6.82
H -4.18 3.03 6.11
C 4.88 3.65 0.02
C 5.94 3.44 1.12
C 5.86 2.05 1.73
O 4.65 1.93 2.46
C 4.47 0.65 3.01
N 7.30 3.59 0.57
H 5.16 4.61 -0.44
H 3.90 3.85 0.47
H 4.78 2.92 -0.79
H 5.85 4.23 1.85
H 6.68 1.91 2.44
H 5.98 1.28 0.96
H 5.17 0.40 3.83
H 4.53 -0.12 2.24
H 3.51 0.72 3.52
H 7.47 2.97 -0.22
H 7.31 4.51 0.13
C 2.29 -2.19 -8.03
C 2.79 -2.16 -6.58
C 1.72 -2.72 -5.66
O 1.99 -2.40 -4.31
C 1.20 -3.17 -3.42
N 4.06 -2.96 -6.57
H 3.02 -1.66 -8.65
H 1.32 -1.72 -8.18
H 2.27 -3.18 -8.49
H 3.13 -1.15 -6.34
H 1.70 -3.82 -5.71
H 0.71 -2.46 -6.00
H 1.29 -2.69 -2.45
H 1.67 -4.16 -3.37
H 0.16 -3.31 -3.71
H 3.95 -3.66 -7.30
H 4.08 -3.49 -5.70
C -6.78 1.14 3.15
C -5.91 -0.10 3.29
C -4.58 0.14 2.55
O -3.79 -1.02 2.72
C -2.50 -0.95 2.13
N -5.68 -0.41 4.72
H -6.32 2.06 3.49
H -7.65 0.96 3.79
H -7.10 1.29 2.12
H -6.40 -0.96 2.84
H -4.03 1.01 2.94
H -4.79 0.35 1.49
H -2.45 -0.19 1.34
H -2.31 -1.94 1.75
H -1.77 -0.68 2.90
H -4.96 -1.13 4.61
H -5.19 0.41 5.11
C 1.68 -1.01 0.07
C 0.51 -0.21 -0.50
C -0.31 0.54 0.53
O -1.52 1.13 0.03
C -1.97 2.13 0.91
N 1.06 0.64 -1.57
H 2.16 -1.64 -0.67
H 1.40 -1.51 1.00
H 2.44 -0.30 0.42
H -0.09 -0.98 -1.00
H 0.33 1.35 0.91
H -0.54 -0.16 1.34
H -2.12 1.74 1.92
H -2.93 2.48 0.55
H -1.30 2.99 1.05
H 1.36 1.53 -1.18
H 0.35 0.97 -2.21
C 5.07 -2.95 -2.59
C 5.83 -4.17 -2.10
C 5.56 -5.33 -3.03
O 6.28 -6.46 -2.59
C 6.39 -7.48 -3.55
N 7.25 -3.89 -2.11
H 4.04 -2.91 -2.23
H 5.14 -2.67 -3.65
H 5.54 -2.06 -2.15
H 5.45 -4.44 -1.10
H 5.82 -5.10 -4.07
H 4.48 -5.57 -3.10
H 5.45 -8.01 -3.74
H 7.17 -8.17 -3.24
H 6.73 -7.04 -4.49
H 7.55 -3.06 -1.63
H 7.79 -4.67 -1.76
O 2.98 0.07 -3.53
H 2.66 -0.75 -3.96
H 2.33 0.20 -2.78
*
```

Output
Molecular weight = 998.53 g/mol
SMILES = COC[C@H](C)N.COC[C@H](C)N.COC[C@H](C)N.COC[C@H](C)N.COC[C@H](C)N.COC[C@H](C)N.COC[C@H](C)N.COC[C@H](C)N.COC[C@H](C)N.COC[C@H](C)N.COC[C@H](C)N.O

Mulliken atomic charge list, values in e, 5 entries: atom 1 (C): -1.77, atom 2 (C): 0.85, atom 3 (C): -0.43, atom 4 (O): -0.41, atom 5 (C): -0.75

---

Stability summary: most stable ii), least stable i).

---

i) Molecular formula: C5H15N2
Method: DFT, ωB97M-V/def2-TZVPD

ORCA input file:
```
! RIJCOSX wB97M-V def2-TZVPD def2/J DEFGRID3
* xyz 0 2
C -1.00 -1.36 2.25
C -0.89 -0.53 0.96
C 0.56 -0.25 0.62
C 0.87 0.80 -0.45
C 0.61 0.31 -1.90
N 1.89 0.10 -2.60
N -1.71 0.73 1.11
H -0.34 -2.23 2.14
H -0.67 -0.81 3.13
H -2.01 -1.72 2.42
H -1.39 -1.11 0.18
H 1.08 0.03 1.53
H 0.99 -1.20 0.32
H 0.30 1.72 -0.26
H 1.94 1.01 -0.35
H -0.03 1.02 -2.42
H 0.13 -0.67 -1.84
H 2.25 0.99 -2.90
H 1.75 -0.49 -3.41
H -1.21 1.44 1.70
H -1.96 1.14 0.17
H -2.66 0.48 1.49
*
```

Output
Expectation value of S² = 0.751
Molecular weight = 103.19 g/mol

Mulliken atomic charge list, values in e, 5 entries: atom 1 (C): -1.36, atom 2 (C): -0.42, atom 3 (C): -1.03, atom 4 (C): -0.70, atom 5 (C): -0.65

---

ii) Molecular formula: C5H15N2
Method: DFT, ωB97M-V/def2-TZVPD

ORCA input file:
```
! RIJCOSX wB97M-V def2-TZVPD def2/J DEFGRID3
* xyz 0 2
C 1.36 1.45 0.13
C -0.13 1.21 0.69
C -1.14 1.11 -0.41
C -1.39 -0.30 -1.04
N -1.42 -1.38 -0.16
C -0.17 -1.97 0.49
N 1.99 0.07 0.03
H 1.76 2.12 0.86
H 1.49 2.15 -0.70
H -0.13 0.30 1.38
H -0.29 2.07 1.39
H -0.89 1.87 -1.12
H -2.07 1.30 0.00
H -0.79 -0.71 -1.94
H -2.29 -0.39 -1.61
H -2.15 -1.25 0.52
H -0.72 -2.99 0.74
H 0.18 -1.60 1.43
H 0.51 -2.46 -0.30
H 1.52 -0.64 0.54
H 3.03 0.19 0.06
H 1.74 -0.16 -0.99
*
```

Output
Expectation value of S² = 0.751
Molecular weight = 103.19 g/mol

Mulliken atomic charge list, values in e, 5 entries: atom 1 (C): -1.33, atom 2 (C): -0.05, atom 3 (C): -0.67, atom 4 (C): -0.94, atom 5 (N): -0.13

---

Stability summary: most stable i), least stable ii).

---

i) Molecular formula: C2H7N3S
Method: DFT, ωB97M-V/def2-TZVPD

ORCA input file:
```
! RIJCOSX wB97M-V def2-TZVPD def2/J DEFGRID3
* xyz 0 1
C -1.42 -1.08 -0.60
C -0.52 -0.14 0.08
H -1.84 -1.74 0.13
H -1.07 -1.64 -1.50
H -2.23 -0.42 -1.07
H 0.47 0.17 -1.61
H 2.36 1.29 -0.41
H 2.20 -0.34 -0.05
H 0.85 1.58 1.84
N 0.47 0.54 -0.64
N 1.72 0.57 0.00
N -0.79 0.07 1.34
S -0.19 1.15 2.48
*
```

Output
Molecular weight = 105.17 g/mol
SMILES = C/C(=N/S)NN

Mulliken atomic charge list, values in e, 5 entries: atom 1 (C): -1.03, atom 2 (C): 0.57, atom 3 (H): 0.33, atom 4 (H): 0.33, atom 5 (H): 0.23

---

ii) Molecular formula: C2H7N3S
Method: DFT, ωB97M-V/def2-TZVPD

ORCA input file:
```
! RIJCOSX wB97M-V def2-TZVPD def2/J DEFGRID3
* xyz 0 1
C -1.65 0.80 0.56
C 0.92 -0.86 0.32
H -0.55 1.32 0.72
H -2.25 0.77 1.55
H -2.23 1.42 -0.27
H -2.13 -1.00 0.53
H 1.83 -1.11 0.79
H 0.37 0.01 -1.51
H 3.19 0.77 -1.26
N -1.34 -0.55 0.13
N -0.21 -1.01 0.93
N 1.21 -0.13 -0.88
S 2.83 -0.41 -1.60
*
```

Output
Molecular weight = 105.17 g/mol
SMILES = CN/N=C\NS

Mulliken atomic charge list, values in e, 5 entries: atom 1 (C): -0.65, atom 2 (C): 0.00, atom 3 (H): 0.20, atom 4 (H): 0.32, atom 5 (H): 0.20

---

Stability summary: most stable i), least stable ii).